This record from the Open Molecules 2025 dataset describes a structure of composition C3H4O3 in a non-equilibrium geometry. The level of theory is wB97M-V/def2-TZVPD.

energy relative to the best compared isomer or geometry (same formula, charge and spin)	79.8	kcal/mol
orbital gap	9.6	eV
calculated total energy	-9315.2419	eV
total charge	0
E_LUMO	0.4	eV
HOMO energy	-0.3385	hartree

CARTESIAN COORDINATES (ANGSTROEM)
C 0.441 1.127 -0.098
C 0.016 -0.871 -0.168
C -1.116 0.031 -0.289
O 0.141 -1.319 1.123
O 0.570 -1.352 -1.155
O -2.177 0.503 -0.316
H 0.169 -2.291 1.127
H 0.405 1.576 -1.088
H 1.469 0.857 0.133
H 0.082 1.740 0.729



This record from the Open Molecules 2025 dataset describes a structure of composition C3H4O3Rb in a non-equilibrium geometry. The level of theory is wB97M-V/def2-TZVPD.

energy relative to the best compared isomer or geometry (same formula, charge and spin)	13.7	kcal/mol
orbital gap (alpha / beta)	4.3 / 5.9	eV
calculated total energy	-9971.6875	eV
total charge	0
spin multiplicity	2
E_LUMO (alpha / beta)	-1.5 / -1.5	eV
HOMO energy (alpha / beta)	-0.2150 / -0.2710	hartree

CARTESIAN COORDINATES (ANGSTROEM)
O 0.430 0.350 0.633
C 1.383 -0.568 0.163
O 1.083 -1.747 0.268
Rb 4.211 2.857 -0.147
O 2.432 -0.043 -0.291
C -0.885 -0.002 0.745
H -1.366 0.486 1.595
C -1.665 -0.290 -0.493
H -1.187 -1.047 -1.135
H -2.678 -0.623 -0.232
H -1.758 0.626 -1.106



Question: Which of these has the highest calculated total energy?
Answer: C3H4O3



Copy entry 2 word for word.
This record from the Open Molecules 2025 dataset describes a structure of composition C3H4O3Rb in a non-equilibrium geometry. The level of theory is wB97M-V/def2-TZVPD.

energy relative to the best compared isomer or geometry (same formula, charge and spin)	13.7	kcal/mol
orbital gap (alpha / beta)	4.3 / 5.9	eV
calculated total energy	-9971.6875	eV
total charge	0
spin multiplicity	2
E_LUMO (alpha / beta)	-1.5 / -1.5	eV
HOMO energy (alpha / beta)	-0.2150 / -0.2710	hartree

CARTESIAN COORDINATES (ANGSTROEM)
O 0.430 0.350 0.633
C 1.383 -0.568 0.163
O 1.083 -1.747 0.268
Rb 4.211 2.857 -0.147
O 2.432 -0.043 -0.291
C -0.885 -0.002 0.745
H -1.366 0.486 1.595
C -1.665 -0.290 -0.493
H -1.187 -1.047 -1.135
H -2.678 -0.623 -0.232
H -1.758 0.626 -1.106